The following is a DFT calculation (ωB97M-V/def2-TZVPD) of the ion C5H13N2O with charge -1 at a distorted geometry.

The geometry in XYZ format:
```
21
Properties=species:S:1:pos:R:3:forces:R:3:lowdin_charge:R:1
C -0.081597 -1.506123 -0.645146 -2.1 -1.5 -1.8 -0.261
N -0.541980 -0.712380 -1.832768 5.4 -0.4 1.7 -0.052
C -0.208546 0.718403 -1.708382 -2.8 1.6 -3.2 -0.280
N -1.235118 1.695993 -1.185374 0.9 0.0 1.5 -0.036
C -0.774599 -1.026948 0.539708 -2.9 0.9 5.2 -0.250
C 0.089402 -0.706634 1.881293 1.6 1.3 -3.9 -0.137
C 1.511123 0.091747 1.526893 -1.0 -0.9 3.1 -0.607
O 1.417464 1.353595 1.362195 -1.2 3.4 -1.4 -0.307
H 0.928825 -1.491526 -0.406937 2.2 0.5 -0.5 0.064
H -0.304615 -2.624317 -0.820273 0.2 1.5 0.0 0.125
H -1.463002 -0.942427 -1.886067 -3.3 0.2 -0.5 0.041
H -0.126277 1.012399 -2.782698 0.1 0.0 0.5 0.082
H 0.714178 1.110962 -1.285172 0.2 -1.3 0.7 0.110
H -2.255666 1.572174 -1.245760 1.0 -0.7 -0.3 0.050
H -0.981244 1.793402 -0.187902 -0.5 0.3 -0.6 0.042
H -1.403964 -0.094446 0.463447 1.2 -0.7 -0.8 0.082
H -1.654689 -1.691334 0.843786 1.1 0.1 -0.3 0.095
H 0.524998 -1.562080 2.352383 -0.7 -0.6 1.1 0.058
H -0.286763 0.218445 2.317391 -0.6 -0.9 1.1 0.078
H 2.083250 -0.063771 2.484523 0.1 -0.9 0.4 0.066
H 2.110248 -0.374205 0.816511 1.1 -1.9 -2.1 0.037
```
Forces are in eV/Å.

Its highest occupied orbital energy is -2.339 eV. The calculation puts the total energy at -10420.41703 eV. The SMILES is NCNCCCC[O-]. As for the energy above the lowest of the compared OMol25 structures with the same formula, charge and spin: 3.282 eV. The calculation puts the HOMO-LUMO gap at 0.2338 Ha. The net charge is -1. The value obtained for the largest force on an atom is 6.0 eV/Å.